1.
{
  "formula": "C11H15N",
  "method": "wB97M-V/def2-TZVPD",
  "elements": ["C", "C", "C", "C", "C", "C", "C", "C", "C", "C", "C", "N", "H", "H", "H", "H", "H", "H", "H", "H", "H", "H", "H", "H", "H", "H", "H"],
  "coordinates": [[3.4093, 2.0503, -0.9488], [3.5947, 0.9930, -0.4493], [1.9776, -1.3455, -0.0235], [-0.7301, 1.3462, -0.4576], [-1.8640, 0.7011, 0.4311], [0.2105, 0.2122, -0.8362], [-1.6734, -0.8905, 0.3193], [-0.4343, -1.0493, -0.4638], [-2.7800, -1.5048, -0.5365], [0.8004, 0.0034, 1.7282], [0.8608, -0.4936, 0.2762], [2.8674, -2.0350, -0.3112], [3.3249, 2.9606, -1.4343], [-1.1947, 1.8059, -1.3353], [-0.2768, 2.2076, 0.0605], [-1.6735, 1.0817, 1.4900], [-2.7900, 0.9955, -0.0136], [0.8357, 0.3970, -1.7022], [4.1193, 0.2039, -0.0522], [-1.6609, -1.2741, 1.3986], [-0.1809, -1.9385, -0.8973], [-2.7948, -2.5466, -0.5710], [-2.6284, -1.0259, -1.5465], [-3.6739, -1.2698, -0.0646], [0.9023, -0.8205, 2.4464], [-0.1308, 0.4831, 1.7504], [1.5837, 0.7527, 1.7432]],
  "forces_ev_per_angstrom": [[-0.2, 0.4, -0.3], [0.6, 0.4, 0.0], [1.2, -0.6, -0.7], [-0.7, 0.3, 0.5], [1.9, -0.3, 0.4], [0.1, 2.0, -0.9], [-1.0, 1.0, 1.1], [1.9, 1.1, 2.4], [1.4, 2.0, -0.5], [1.1, -0.8, -1.8], [-0.4, -1.4, 1.2], [-1.0, 0.6, 0.5], [-0.4, 1.1, -0.5], [0.2, -0.4, -0.2], [0.2, -0.5, -0.1], [-1.2, -0.6, -1.4], [-0.9, 0.2, 0.4], [-0.3, -0.4, -0.2], [0.3, -1.6, 0.7], [0.2, 0.0, -1.6], [0.1, -2.2, -1.4], [0.6, -1.8, -0.4], [-0.8, -0.7, 0.8], [-2.1, 0.8, 0.3], [0.0, 0.5, -0.1], [-0.8, 0.6, 1.0], [0.2, 0.1, 0.8]],
  "lowdin_charge": [0.040, -0.009, -0.214, -0.122, -0.115, -0.195, -0.306, -0.144, -0.055, 0.012, -0.366, 0.160, 0.007, 0.108, 0.116, 0.115, 0.090, 0.145, 0.008, 0.164, 0.121, 0.059, 0.120, 0.052, 0.105, 0.017, 0.085],
  "relative_energy_ev": 4.719,
  "smiles": "C[C@@H]1CC[C@@H]2[C@H]1[C@@]2(C)C#N.C#C",
  "spin_multiplicity": 1
}

=====

2.
{
  "formula": "C5H8IN",
  "method": "wB97M-V/def2-TZVPD",
  "elements": ["C", "C", "C", "C", "C", "N", "I", "H", "H", "H", "H", "H", "H", "H", "H"],
  "coordinates": [[0.6774, 2.0657, -0.7759], [-0.5010, -1.9109, 0.3755], [1.0697, 0.0179, 0.3376], [0.6577, -1.1762, 0.6453], [0.6415, 0.7296, -0.8250], [0.3508, -2.1458, 1.5241], [-3.0622, 0.9131, -0.7661], [0.9665, 2.5945, 0.0659], [0.8596, 2.7088, -1.6802], [-1.5214, -1.3637, 0.6233], [-0.5250, -2.6899, -0.2825], [1.9308, 0.5082, 0.7877], [0.0393, -1.7248, 2.4276], [0.1396, 0.2643, -1.6126], [-1.7233, 1.2091, -0.8446]],
  "forces_ev_per_angstrom": [[1.2, 0.5, -3.1], [-4.5, 1.7, 1.5], [2.2, 0.7, 0.4], [-0.1, 1.3, -0.9], [-0.4, 1.8, 1.0], [0.9, -0.6, 3.1], [-8.3, -1.8, 0.5], [0.7, 0.6, 1.9], [-1.4, -0.8, 0.6], [2.1, -1.3, -0.9], [-0.3, -2.0, -1.7], [-0.3, -0.2, 0.6], [0.2, -0.8, -0.9], [-0.1, -1.0, -1.5], [8.0, 1.9, -0.4]],
  "lowdin_charge": [-0.026, -0.116, -0.086, -0.332, -0.224, 0.079, 0.687, 0.030, 0.082, 0.105, 0.076, 0.116, 0.143, 0.084, -0.617],
  "relative_energy_ev": 3.752,
  "smiles": "C=C/C=C1\\CN1.I",
  "spin_multiplicity": 1
}

=====

no.,maximum force (Eh/bohr),E (eV)
1,0.0639,-13136.072
2,0.1654,-14900.548